16
Properties=species:S:1:pos:R:3 method="wB97M-V/def2-TZVPD" smiles="C=[NH+]/C=C/CC" lumo_ev=-5.42 total_charge=+1 gap_ev=9.2 max_force_ha_per_bohr=0.0651 homo_ev=-14.63 e_above_lowest_kj_mol=149.0
C -0.990 -2.142 1.591
C -1.305 -0.661 1.330
C -0.655 -0.291 -0.046
C 0.300 0.593 -0.223
N 0.815 1.104 -1.471
C 1.938 1.686 -1.458
H -1.577 -2.455 2.487
H 0.104 -2.330 1.856
H -1.299 -2.790 0.781
H -0.985 -0.033 2.114
H -2.433 -0.467 1.346
H -1.327 -0.572 -0.855
H 0.844 1.060 0.652
H 0.206 1.031 -2.248
H 2.638 1.603 -0.594
H 2.398 2.115 -2.408

16
Properties=species:S:1:pos:R:3 method="wB97M-V/def2-TZVPD" smiles="C/C=C/C(C)=[NH2+]" lumo_ev=-5.16 total_charge=+1 gap_ev=9.3 max_force_ha_per_bohr=0.0592 homo_ev=-14.48 e_above_lowest_kj_mol=61.5
C 1.429 0.308 0.207
C 0.249 -0.239 -0.312
C -1.120 0.004 0.081
C 2.794 0.105 -0.291
C -2.266 -0.529 -0.585
N -1.502 0.616 1.177
H 1.534 0.805 1.180
H 0.273 -1.042 -1.066
H 3.217 -0.875 0.005
H 3.526 0.868 0.214
H 2.738 0.130 -1.374
H -3.240 -0.281 -0.183
H -2.125 -1.589 -0.627
H -2.176 -0.226 -1.594
H -2.461 0.878 1.386
H -0.869 1.066 1.782

16
Properties=species:S:1:pos:R:3 method="wB97M-V/def2-TZVPD" lumo_ev=-4.14 total_charge=+1 gap_ev=11.3 max_force_ha_per_bohr=0.1145 homo_ev=-15.46 e_above_lowest_kj_mol=479.9
C -2.112 -0.767 -0.336
C -2.160 0.409 0.183
C 1.476 -1.009 0.038
C 0.965 1.409 0.083
C 0.352 0.028 -0.239
N -0.908 -0.257 0.347
H -2.419 -1.595 -0.840
H -2.652 1.261 0.438
H 1.151 -2.064 -0.305
H 2.203 -0.567 -0.698
H 1.611 -1.037 1.166
H 2.069 1.372 -0.053
H 0.848 1.473 1.208
H 0.485 2.101 -0.604
H -0.093 0.026 -1.649
H -0.816 -0.784 1.261

16
Properties=species:S:1:pos:R:3 method="wB97M-V/def2-TZVPD" lumo_ev="-5.03 / -5.02" total_charge=+1 gap_ev="9.2 / 9.2" max_force_ha_per_bohr=0.1006 homo_ev="-14.26 / -14.25" e_above_lowest_kj_mol=561.6
C 2.048 -0.114 0.061
C 1.216 -0.284 1.061
C 0.942 0.136 -0.865
C -0.896 1.085 0.331
C -0.728 -1.354 -0.018
N -0.029 -0.078 0.204
H 3.078 0.115 0.159
H 0.968 -0.903 1.906
H 0.931 1.848 -1.762
H 0.889 -0.387 -1.778
H -1.576 1.123 -0.519
H -1.428 1.127 1.281
H -0.261 1.892 0.382
H -1.297 -1.357 -1.028
H -0.090 -2.197 0.053
H -1.370 -1.548 0.762